[1]
Molecular formula: C32H56LuN3OPS4
Method: DFT, the ωB97M-V functional and the def2-TZVPD basis

Geometry (Å):
Lu 9.2706 11.6568 9.9826
C 8.1443 10.0966 6.5708
C 9.5743 9.5219 6.5478
S 10.3354 9.5118 8.2040
C 10.6064 7.7346 8.3106
C 9.4042 6.8244 8.2534
S 7.8365 7.5435 8.7032
C 6.9212 6.0492 8.5218
C 5.4266 6.3707 8.7084
S 5.0461 7.9041 9.4530
C 4.9575 9.1338 8.0742
C 5.6897 10.4631 8.2766
S 7.5759 10.3892 8.3124
H 7.4728 9.5569 5.8572
H 8.1882 11.0910 6.0461
H 10.1964 10.1859 5.9932
H 9.6177 8.5159 6.0894
H 11.2479 7.6586 9.2598
H 11.3630 7.4814 7.4570
H 9.5499 5.9757 8.9611
H 9.3535 6.3814 7.1908
H 7.2344 5.3451 9.3259
H 7.0739 5.6177 7.5368
H 4.8874 5.6251 9.3080
H 4.9754 6.1123 7.6796
H 3.8868 9.2834 7.8909
H 5.3936 8.6737 7.1142
H 5.3727 10.9871 9.1761
H 5.6183 11.1029 7.4311
C 11.6837 9.8009 12.4067
C 11.4974 10.9884 11.6405
C 11.1233 12.0386 12.5308
C 10.9732 11.5232 13.8315
C 11.2657 10.1470 13.7649
H 11.9821 8.8042 12.0447
H 11.4814 11.0416 10.5674
H 10.9202 13.0431 12.1715
H 10.6504 12.0822 14.7010
H 11.1344 9.4130 14.5849
C 6.9171 13.9360 10.5128
O 7.9953 12.9777 10.5547
H 6.8074 14.6278 9.6472
H 6.7627 14.5530 11.3911
H 6.0779 13.2255 10.4026
H 9.3179 14.0267 9.2414
C 12.8461 13.2990 6.7851
C 11.7088 14.3055 6.6779
C 10.5182 13.5774 5.9536
C 12.2726 15.4650 5.8402
P 11.2777 14.7557 8.5746
N 10.3005 13.5795 9.1094
C 12.7517 14.9330 9.6934
C 12.2915 15.5551 11.0494
C 13.3604 13.5376 10.0494
C 13.9098 15.8301 9.2343
C 10.1891 16.3733 8.6764
C 9.1647 16.4592 7.4558
C 11.0832 17.5867 8.4505
C 9.3280 16.4471 9.9429
H 13.0580 13.0052 5.7692
H 12.4968 12.3789 7.3147
H 13.7598 13.7395 7.2346
H 10.7882 13.5679 4.8292
H 9.5366 14.0988 5.9769
H 10.3129 12.6287 6.3928
H 12.6996 15.0052 4.9457
H 13.0514 15.8975 6.3908
H 11.5743 16.2400 5.5446
H 11.5832 14.9711 11.6138
H 11.9398 16.6003 10.9824
H 13.2141 15.6747 11.7136
H 12.6155 12.8290 10.4317
H 14.0983 13.6473 10.8058
H 13.6838 13.0818 9.1263
H 13.7416 16.9056 9.3373
H 14.1288 15.5709 8.2247
H 14.6825 15.5761 9.8965
H 9.6525 16.6557 6.5073
H 8.4328 17.2120 7.6302
H 8.6258 15.4615 7.4622
H 11.3542 17.7150 7.3825
H 11.8983 17.7591 9.1851
H 10.4207 18.4379 8.6165
H 9.0369 15.4008 10.2969
H 8.4872 17.0883 9.7508
H 9.9597 16.9059 10.7695
N 6.0079 11.5590 15.6131
C 6.3085 10.8567 14.7452
C 6.8071 10.1461 13.5996
C 6.7686 8.7367 13.4939
C 7.4436 8.1024 12.4456
C 8.2947 8.9188 11.6988
N 8.2522 10.2502 11.7111
C 7.4998 10.8870 12.6640
H 6.1486 8.1255 14.1876
H 7.3568 7.0261 12.2164
H 8.9211 8.4692 10.9392
H 7.2857 11.9662 12.6238

LUMO: -2.55 eV
F_max: 3.27 eV Å⁻¹
charge: +1
E: -126852.734 eV
E_HOMO: -8.61 eV

Mulliken atomic charge list, values in e, 6 entries: 1.6127 -0.5454 -1.1264 0.4587 -1.1329 -0.8525


[2]
Molecular formula: C32H56N4O6
Method: DFT, the ωB97M-V functional and the def2-TZVPD basis

Geometry (Å):
N 4.2564 -1.6298 -3.5400
C 4.1346 -1.5170 -2.2215
C 3.1891 -0.7224 -1.5956
C 2.3128 -0.0117 -2.4035
C 2.4328 -0.1293 -3.7604
C 3.4077 -0.9498 -4.2585
H 4.8303 -2.0076 -1.5595
H 3.1344 -0.7085 -0.5167
H 1.5777 0.6443 -1.9629
H 1.8272 0.3586 -4.5120
H 3.5240 -1.1131 -5.3187
N -1.1371 -3.2064 -3.7888
C -0.7143 -2.0289 -3.3558
C -1.5253 -0.9130 -3.3366
C -2.8288 -1.0319 -3.8004
C -3.2157 -2.2299 -4.3298
C -2.3322 -3.2740 -4.3070
H 0.2893 -1.9282 -2.9713
H -1.1087 0.0177 -2.9602
H -3.4788 -0.1762 -3.7539
H -4.1903 -2.3235 -4.7751
H -2.6004 -4.2636 -4.6553
N 4.8802 -3.6107 0.6383
C 3.9182 -4.2280 -0.0237
C 2.5698 -4.0041 0.2407
C 2.2157 -3.1881 1.2656
C 3.2069 -2.5709 2.0197
C 4.5424 -2.8086 1.6283
H 4.3650 -4.8589 -0.7767
H 1.8685 -4.5109 -0.3990
H 1.2024 -2.9361 1.5530
H 3.0449 -1.9464 2.8848
H 5.3758 -2.2945 2.0916
N 4.7124 1.0060 2.2409
C 3.4563 1.1688 1.8350
C 3.1116 1.7734 0.6372
C 4.1124 2.2924 -0.1472
C 5.4219 2.1404 0.2703
C 5.6591 1.4689 1.4371
H 2.7286 0.7752 2.5265
H 2.0512 1.7669 0.4541
H 3.8303 2.7860 -1.0620
H 6.2286 2.5346 -0.3203
H 6.6656 1.2721 1.7524
C 1.1220 5.0005 -1.0101
C -0.1423 4.2292 -1.2397
O 0.1708 2.9302 -1.7992
H 1.7392 4.5044 -0.2639
H 0.9285 6.0387 -0.7406
H 1.6548 5.0382 -1.9642
H -0.9068 4.7325 -1.8380
H -0.6556 3.8486 -0.3508
H 0.7126 3.0966 -2.5807
C -3.5780 3.1127 0.2029
C -4.9153 3.7854 0.2193
O -5.9763 2.8566 0.4049
H -3.3521 2.5714 1.1289
H -2.7418 3.7856 0.0144
H -3.5433 2.3314 -0.5661
H -5.0823 4.4069 -0.6592
H -5.1014 4.3871 1.1111
H -6.0422 2.3265 -0.3950
C -4.1605 -0.0798 3.2191
C -3.5080 -1.4222 3.3120
O -2.8822 -1.6970 2.0529
H -4.9819 -0.0823 2.5028
H -3.4231 0.6770 2.9447
H -4.5879 0.2336 4.1711
H -4.2453 -2.1789 3.5680
H -2.7151 -1.5251 4.0548
H -1.9240 -1.5171 2.0997
C -1.6178 -4.0146 -0.1921
C -2.8694 -3.3643 -0.7811
O -3.8742 -3.3016 0.1894
H -1.9126 -5.0371 0.0128
H -1.3061 -3.4567 0.6823
H -0.7713 -3.9819 -0.8819
H -3.2928 -3.9100 -1.6315
H -2.6992 -2.3423 -1.1102
H -3.5431 -2.7246 0.8984
C -1.1412 2.6821 3.4767
C 0.2645 2.1552 3.6696
O 0.2790 0.7414 3.7712
H -1.7350 2.2798 4.2996
H -1.6289 2.4176 2.5359
H -1.1070 3.7678 3.4901
H 0.8360 2.6256 4.4759
H 0.8381 2.3924 2.7716
H -0.0674 0.4439 4.6164
C -0.8432 0.4549 0.0497
C 0.0270 -0.7154 0.4941
O -0.3116 -1.0932 1.8456
H -0.6227 0.7881 -0.9644
H -0.5881 1.2383 0.7762
H -1.9063 0.2319 0.1704
H 1.1002 -0.5985 0.3380
H -0.1991 -1.5513 -0.1661
H -0.1230 -0.4011 2.5015

LUMO: 0.22 eV
structure (SMILES): c1ccncc1.c1ccncc1.c1ccncc1.c1ccncc1.CCO.CCO.CCO.CCO.CCO.CCO
F_max: 2.09 eV Å⁻¹
charge: 0
E: -52335.261 eV
E_HOMO: -8.97 eV

Mulliken atomic charge list, values in e, 6 entries: -0.6412 -0.9428 0.2932 0.2929 -0.4667 -0.3487


[3]
Molecular formula: C32H56N8Pd
Method: DFT, the ωB97M-V functional and the def2-TZVPD basis

Geometry (Å):
Pd 7.1330 -19.1247 -27.4385
C 7.1039 -20.4226 -21.3221
C 5.8392 -20.9899 -21.9851
C 5.1825 -20.0553 -22.9667
C 5.9767 -19.8259 -24.1873
N 6.6482 -19.6863 -25.1140
H 6.9384 -19.3782 -21.0464
H 7.9833 -20.4388 -21.9650
H 7.2950 -20.9195 -20.3721
H 5.0809 -21.2255 -21.2377
H 6.0656 -21.9401 -22.4719
H 4.8961 -19.1123 -22.5016
H 4.2778 -20.5247 -23.3631
C 11.6884 -21.7643 -25.4203
C 11.0920 -23.1216 -25.7389
C 9.5687 -23.1259 -25.6006
C 8.8244 -22.1262 -26.3778
N 8.2729 -21.3534 -27.0300
H 11.5333 -21.6118 -24.3497
H 11.4246 -20.9248 -26.0622
H 12.7763 -21.8241 -25.5086
H 11.5816 -23.8728 -25.1234
H 11.2986 -23.3372 -26.7895
H 9.2530 -23.0562 -24.5586
H 9.1985 -24.0722 -26.0033
C 12.6528 -18.0730 -25.2786
C 11.8213 -18.2746 -24.0151
C 10.4280 -17.6256 -24.0692
C 9.6355 -18.0579 -25.2196
N 9.0336 -18.3994 -26.1464
H 12.9232 -17.0207 -25.3694
H 12.1287 -18.3730 -26.1870
H 13.5494 -18.6842 -25.1817
H 12.4081 -17.9055 -23.1735
H 11.7213 -19.3391 -23.7954
H 10.5488 -16.5411 -24.0815
H 9.8342 -17.8469 -23.1806
C 2.3976 -21.2287 -25.8128
C 3.0618 -22.5931 -26.0164
C 3.8670 -22.8296 -27.2975
C 4.8659 -21.7884 -27.6174
N 5.6247 -20.9649 -27.9020
H 1.6443 -21.1013 -26.5927
H 3.0920 -20.3877 -25.8731
H 1.8760 -21.1302 -24.8612
H 2.2577 -23.3292 -26.0067
H 3.7027 -22.8104 -25.1598
H 3.2100 -22.9683 -28.1575
H 4.4762 -23.7362 -27.2897
C 2.5864 -17.5046 -23.9702
C 1.8318 -17.1773 -25.2778
C 2.7677 -16.6981 -26.3696
C 3.8784 -17.5970 -26.6855
N 4.7299 -18.3362 -26.9511
H 3.1271 -18.4317 -24.1706
H 1.9248 -17.6930 -23.1265
H 3.2885 -16.7077 -23.7234
H 1.1046 -16.3832 -25.1123
H 1.3141 -18.0931 -25.5635
H 3.1026 -15.6806 -26.1771
H 2.1932 -16.6904 -27.3005
C 12.5328 -20.1047 -28.9091
C 12.1114 -19.4791 -30.2334
C 11.0433 -18.3707 -30.0769
C 9.8042 -18.7992 -29.4945
N 8.8099 -19.1690 -29.0198
H 13.2958 -20.8651 -29.0820
H 11.6636 -20.6303 -28.5064
H 12.9559 -19.4506 -28.1472
H 11.6894 -20.2655 -30.8591
H 12.9965 -19.1021 -30.7444
H 10.8718 -17.9806 -31.0834
H 11.3420 -17.4726 -29.5309
C 5.5487 -15.3869 -31.6348
C 4.4200 -16.4425 -31.7892
C 4.8141 -17.9109 -32.0104
C 5.4970 -18.3886 -30.8336
N 5.9856 -18.8048 -29.8816
H 5.0734 -14.4608 -31.3180
H 6.0400 -15.2836 -32.6011
H 6.2664 -15.6695 -30.8633
H 3.8259 -16.1581 -32.6594
H 3.7491 -16.3334 -30.9356
H 5.4589 -18.0050 -32.8852
H 3.9480 -18.5483 -32.1876
C 4.7461 -13.6705 -27.3242
C 5.8992 -13.2569 -28.2202
C 7.2148 -14.0471 -27.9458
C 7.1545 -15.5058 -27.8916
N 7.1122 -16.6641 -27.8841
H 5.0156 -13.7866 -26.2733
H 4.2862 -14.5801 -27.7112
H 3.9675 -12.9063 -27.3339
H 6.1175 -12.1953 -28.1076
H 5.5537 -13.3538 -29.2486
H 7.6418 -13.7033 -27.0019
H 7.9603 -13.7751 -28.6953

LUMO (spin up / spin down): -3.72 / -6.59 eV
2S+1: 3
ΔE to the lowest compared entry with this formula, charge and spin: 0.935 eV
F_max: 2.83 eV Å⁻¹
charge: +2
E: -49477.732 eV
E_HOMO (spin up / spin down): -15.66 / -15.52 eV

Mulliken atomic charge list, values in e, 6 entries: 0.0041 -1.1485 -0.7160 -0.2099 -0.1664 0.3776


[4]
Molecular formula: C32H57CaN2O2P2
Method: DFT, the ωB97M-V functional and the def2-TZVPD basis

Geometry (Å):
C 2.2487 -1.4288 -0.8572
C 1.1997 0.4303 -1.8215
C 3.1874 -1.4720 -1.8861
C 2.0483 0.3842 -2.9278
C 3.0625 -0.5723 -2.9422
H 3.9763 -2.2229 -1.8594
H 1.9292 1.1076 -3.7405
H 3.7444 -0.6207 -3.7892
N 1.3330 -0.4378 -0.7907
P 0.5257 -2.7666 0.8837
P -0.1342 2.4262 -0.1522
C 2.2099 -2.5472 0.1898
H 2.4990 -3.5230 -0.2448
H 2.9145 -2.3177 1.0108
C -2.9186 -0.5154 3.0634
O -3.8157 -0.3545 3.7593
C 0.0309 1.4068 -1.7791
H 0.0793 2.1575 -2.5765
C -1.7479 3.3981 -0.2666
C 1.3541 3.5440 0.0622
C -0.3952 -3.8140 -0.4017
C 0.6827 -3.6127 2.5576
C -2.8612 2.5496 0.3978
H -2.6550 2.4157 1.4737
H -3.8171 3.0900 0.2946
H -2.9776 1.5585 -0.0635
C -1.6866 4.7174 0.5193
H -1.4522 4.5473 1.5787
H -0.9776 5.4389 0.0922
H -2.6905 5.1674 0.4753
C -2.1184 3.7038 -1.7237
H -3.0207 4.3450 -1.7116
H -1.3216 4.2558 -2.2522
H -2.3815 2.7921 -2.2823
C 1.2672 4.1443 1.4873
H 0.7897 3.4526 2.1963
H 2.2852 4.3363 1.8541
H 0.7112 5.0907 1.5098
C 2.6318 2.6723 -0.0009
H 2.5850 1.8499 0.7349
H 2.8087 2.2530 -1.0041
H 3.4963 3.3122 0.2545
C 1.4259 4.6633 -0.9960
H 0.8092 4.4834 -1.8872
H 1.1541 5.6331 -0.5551
H 2.4727 4.7603 -1.3311
C -0.7483 -3.8468 3.0818
H -0.6888 -4.2428 4.1056
H -1.3214 -2.9078 3.1197
H -1.3051 -4.5697 2.4681
C 1.4148 -2.6492 3.5115
H 2.4145 -2.3718 3.1499
H 0.8475 -1.7248 3.6844
H 1.5321 -3.1490 4.4852
C 1.4449 -4.9439 2.5137
H 2.3545 -4.8982 1.8992
H 1.7549 -5.1838 3.5431
H 0.8255 -5.7817 2.1729
C 0.0186 -3.4516 -1.8402
H 1.0691 -3.6951 -2.0573
H -0.6106 -4.0313 -2.5351
H -0.1527 -2.3899 -2.0585
C -1.8986 -3.4691 -0.2264
H -2.1804 -2.5997 -0.8426
H -2.5125 -4.3380 -0.5160
H -2.1572 -3.2090 0.8172
C -0.1517 -5.3171 -0.2170
H 0.9150 -5.5758 -0.2424
H -0.6017 -5.7221 0.6968
H -0.6240 -5.8504 -1.0571
Ca -0.5037 -0.1459 0.9282
N -1.7377 -0.1203 -0.9767
C -1.3370 0.4616 -1.9941
C -1.9534 0.3574 -3.4657
C -1.4302 1.3944 -4.4446
C -1.5933 -1.0167 -4.0210
C -3.4884 0.4635 -3.3319
H -1.6230 2.4163 -4.1123
H -0.3566 1.2736 -4.6228
H -1.9515 1.2591 -5.4014
H -1.9375 -1.8000 -3.3368
H -2.0872 -1.1747 -4.9889
H -0.5089 -1.1252 -4.1619
H -3.9130 1.1668 -4.0621
H -3.9419 -0.5208 -3.5060
H -3.7723 0.7828 -2.3209
C 0.1636 1.4108 4.4012
C 1.3444 1.0134 3.5784
C 2.6831 1.1710 4.2075
O 1.1931 0.5601 2.4103
H 0.5094 1.9765 5.2762
H -0.3891 0.5309 4.7667
H -0.5336 2.0409 3.8260
H 2.7109 0.6206 5.1587
H 3.4706 0.8101 3.5414
H 2.8540 2.2306 4.4441

LUMO: -2.50 eV
ΔE to the lowest compared entry with this formula, charge and spin: 0.000 eV
F_max: 3.20 eV Å⁻¹
charge: +1
E: -78197.404 eV
E_HOMO: -9.21 eV

Mulliken atomic charge list, values in e, 6 entries: -0.5985 -2.4579 -0.8272 -0.7493 -1.2052 0.5466


[5]
Molecular formula: C32H57FNO5PS
Method: DFT, the ωB97M-V functional and the def2-TZVPD basis

Geometry (Å):
C 1.9827 3.7028 0.5323
C 2.0356 2.7698 -0.6833
C 1.7927 3.6154 -1.9527
C 0.9369 1.7135 -0.4946
C 0.8201 0.5947 -1.5534
C 2.1201 0.2686 -2.2900
C -0.2890 0.8324 -2.5719
O -1.5163 1.1547 -1.9096
N -2.5361 0.1532 -2.1647
C -2.1478 -0.9059 -1.2068
O -1.7356 -1.9851 -1.5053
C -2.4042 -0.3393 0.1381
C -1.8280 -0.6346 1.3414
C -2.1726 0.0923 2.4687
C -1.3609 -0.3862 3.6703
C -1.9936 -1.5551 4.4440
F -0.9963 0.6360 4.5266
C -3.1596 1.1152 2.3781
S -3.5748 2.1044 3.8583
C -3.7249 0.9560 5.2048
O -2.4497 2.9778 4.0627
O -4.8785 2.6941 3.7764
C -3.7757 1.4191 1.1359
P -4.9990 2.7989 0.9140
C -4.1251 4.0208 -0.1490
C -6.4273 2.1437 -0.0346
C -3.3476 0.6713 0.0341
C -3.6867 0.7564 -1.4332
O -4.6711 1.0972 -1.9982
H 2.8398 4.3808 0.5016
H 1.0791 4.3121 0.5203
H 2.0585 3.1501 1.4701
H 3.0071 2.2831 -0.6904
H 1.9787 4.6680 -1.7401
H 0.7470 3.5439 -2.2512
H 2.4288 3.3054 -2.7803
H -0.0063 2.2538 -0.3871
H 1.1095 1.2155 0.4645
H 0.5419 -0.3150 -1.0085
H 2.3444 1.0310 -3.0367
H 2.0504 -0.7053 -2.7725
H 2.9514 0.2302 -1.5855
H -0.0421 1.6947 -3.1978
H -0.4145 -0.0180 -3.2415
H -1.0780 -1.4131 1.4030
H -0.4287 -0.7587 3.2465
H -1.3257 -2.4139 4.4351
H -2.1545 -1.2705 5.4805
H -2.9363 -1.8689 3.9989
H -4.0608 -0.0136 4.8517
H -4.4941 1.4112 5.8243
H -2.7937 0.9123 5.7538
H -3.0926 3.7551 -0.3730
H -4.1206 4.9616 0.3967
H -4.6848 4.1748 -1.0724
H -7.3335 2.6018 0.3491
H -6.3405 2.3338 -1.1017
H -6.4647 1.0603 0.0800
C 5.6191 1.6176 0.0113
C 5.9129 2.6692 -1.0545
C 7.0575 2.2876 -1.9912
C 8.4138 2.1074 -1.3071
C 8.9072 3.3272 -0.5306
C 9.1223 4.5591 -1.4048
H 6.4710 1.4652 0.6753
H 4.7745 1.9235 0.6309
H 5.3704 0.6577 -0.4482
H 6.1220 3.6284 -0.5732
H 5.0124 2.8201 -1.6572
H 7.1405 3.0456 -2.7747
H 6.8004 1.3552 -2.5042
H 9.1547 1.8487 -2.0700
H 8.3706 1.2498 -0.6300
H 9.8510 3.0681 -0.0443
H 8.2077 3.5685 0.2745
H 9.8442 4.3517 -2.1975
H 9.5054 5.3927 -0.8151
H 8.1940 4.8901 -1.8728
C -1.9394 -8.5925 -1.4695
C -3.0523 -8.2465 -0.4848
C -4.0777 -7.2626 -1.0456
C -3.5123 -5.8928 -1.4262
C -2.8098 -5.1483 -0.2929
C -3.7286 -4.8229 0.8821
H -1.3538 -7.7134 -1.7424
H -1.2519 -9.3224 -1.0399
H -2.3509 -9.0209 -2.3857
H -2.6151 -7.8499 0.4358
H -3.5734 -9.1647 -0.2016
H -4.8831 -7.1367 -0.3165
H -4.5444 -7.7038 -1.9319
H -4.3314 -5.2722 -1.8033
H -2.8148 -6.0038 -2.2606
H -2.4045 -4.2166 -0.6904
H -1.9522 -5.7262 0.0639
H -4.5758 -4.2150 0.5558
H -3.1924 -4.2618 1.6508
H -4.1233 -5.7242 1.3538

LUMO: -0.80 eV
structure (SMILES): CC(C)C[C@H](C)CON1C(=O)c2cc([C@H](C)F)c(S(C)(=O)=O)c(P(C)C)c2C1=O.CCCCCC.CCCCCC
F_max: 1.63 eV Å⁻¹
charge: 0
E: -68674.388 eV
E_HOMO: -7.73 eV

Mulliken atomic charge list, values in e, 6 entries: -1.9928 2.7845 -1.4919 -1.4177 1.3963 -2.0086